No. 1
Molecular formula: C5H7NO
Method: DFT, ωB97M-V with the def2-TZVPD basis set

* frontier orbital gap: 9.6 eV
* LUMO: 0.0291 Ha
* structure (SMILES): CC=C=N.C=C=O

```
14
Properties=species:S:1:pos:R:3:lowdin_charge:R:1
H -1.97426 1.17003 -0.00510 0.044
H -0.15383 3.28390 0.45795 0.067
C 0.18007 2.38706 -0.04792 -0.021
O 1.65166 0.80344 1.17313 0.164
N -2.20970 0.21353 -0.29123 0.139
C 0.95743 1.53670 0.59013 -0.266
C 0.53651 -2.02343 0.33941 -0.114
H 1.58334 -1.72287 0.45630 0.061
C -1.19725 -0.45344 -0.50116 -0.229
H -0.03820 2.21602 -1.09553 0.072
H 0.24498 -1.22550 -1.74230 0.105
H 0.04671 -1.89533 1.30872 0.079
C -0.14231 -1.20152 -0.72661 -0.172
H 0.51484 -3.08859 0.08422 0.070
```

No. 2
Molecular formula: C5H7NO
Method: DFT, ωB97M-V with the def2-TZVPD basis set

* frontier orbital gap: 9.8 eV
* LUMO: 0.0242 Ha
* structure (SMILES): C=C=C/C(O)=N/C

```
14
Properties=species:S:1:pos:R:3:lowdin_charge:R:1
H -2.95015 -0.02788 0.86832 0.068
C 1.26041 0.13829 -0.57236 -0.040
C 1.42876 -1.16052 -0.58041 -0.089
N -0.93929 0.04122 0.36768 0.042
C 0.04032 0.75138 0.00786 -0.443
C 1.58228 -2.45101 -0.56084 0.027
H 2.18721 -2.91622 0.21020 0.065
H 1.10355 -3.09386 -1.29466 0.068
O 0.02420 2.11534 0.06721 0.063
H -2.43790 1.52703 0.16461 0.077
H -2.00961 1.12600 1.83468 0.081
H 0.85189 2.46944 -0.28155 0.100
H 1.99838 0.77500 -1.06015 0.108
C -2.14005 0.70580 0.82941 -0.129
```

No. 3
Molecular formula: C5H7NO
Method: DFT, ωB97M-V with the def2-TZVPD basis set

* frontier orbital gap: 10.1 eV
* LUMO: 0.0291 Ha
* structure (SMILES): [H]/N=C1/C=C(C)CO1

```
14
Properties=species:S:1:pos:R:3:lowdin_charge:R:1
O 1.35312 0.67559 0.95552 -0.019
C -0.57710 -0.06764 -0.12048 -0.239
N 2.85987 -0.74240 -0.12239 0.149
H -2.33972 0.36654 -1.30747 0.086
H -2.23443 -1.28269 -0.67820 0.082
H 0.37739 -1.79501 -1.02797 0.125
C 0.02305 1.08740 0.65761 -0.125
H -2.66933 0.05170 0.39968 0.082
C -2.03100 -0.23368 -0.44375 -0.039
C 0.42399 -0.88549 -0.44195 0.030
C 1.67974 -0.36083 0.12049 -0.457
H -0.51641 1.33951 1.57826 0.133
H 3.51853 -0.14585 0.38074 0.058
H 0.13230 1.99284 0.04991 0.136
```

No. 4
Molecular formula: C5H7NO
Method: DFT, ωB97M-V with the def2-TZVPD basis set

* frontier orbital gap: 9.0 eV
* LUMO: 0.0336 Ha

```
14
Properties=species:S:1:pos:R:3:lowdin_charge:R:1
H 0.64960 0.69070 2.25406 0.022
C -0.31905 0.35853 -1.16391 -0.175
C -0.57197 -0.97560 0.01065 -0.185
H -0.11497 1.04174 -1.99238 0.150
H -0.67307 -1.89754 0.59197 0.148
H -2.07948 0.71599 0.22851 0.118
H 2.07787 -0.75974 0.92305 0.140
O -0.07457 -1.08321 -1.37121 -0.059
C 0.33711 0.24235 0.21967 -0.499
C -1.65475 0.00311 -0.48557 -0.027
H 2.29685 0.90429 0.27313 0.117
N 1.75294 0.04546 0.39930 0.101
C 0.76432 1.16024 1.26587 0.035
H -2.39084 -0.44632 -1.15315 0.115
```

No. 5
Molecular formula: C5H7NO
Method: DFT, ωB97M-V with the def2-TZVPD basis set

* frontier orbital gap: 10.8 eV
* LUMO: 0.0127 Ha
* structure (SMILES): C=C(C#N)COC

```
14
Properties=species:S:1:pos:R:3:lowdin_charge:R:1
C 0.46439 -0.30529 -1.69424 0.095
C -1.34278 -1.46275 -0.59346 -0.176
O -0.03680 0.24333 1.53967 -0.172
C -0.03490 -0.84968 -0.58695 -0.301
H 1.44797 0.15839 -1.65926 0.081
H 0.68712 1.95033 0.52448 0.094
N -2.38404 -1.97427 -0.60960 0.162
H -0.48399 2.15464 1.84288 0.091
H -1.01476 1.56200 0.24211 0.089
H 1.68443 -0.36749 0.58511 0.126
C -0.21658 1.52817 0.99500 -0.108
H -0.08865 -0.29264 -2.62493 0.082
H 0.67056 -1.64890 1.29231 0.137
C 0.64804 -0.69584 0.74687 -0.199
```

No. 6
Molecular formula: C5H7NO
Method: DFT, ωB97M-V with the def2-TZVPD basis set

* frontier orbital gap (alpha / beta): 8.1 / 8.1 eV
* LUMO (alpha / beta): -0.0374 / -0.0373 Ha

```
14
Properties=species:S:1:pos:R:3:lowdin_charge:R:1
H -0.05527 -2.11489 0.47785 0.154
C -0.02456 -1.20085 -0.10383 -0.166
C 0.30028 1.12422 -0.64402 -0.328
C 0.75716 0.04304 0.24351 -0.164
H -2.13285 -0.93090 0.40132 0.116
H 1.34412 0.19791 1.14210 0.146
O -1.62976 0.38707 -1.07403 -0.120
C -1.61768 -0.80432 -0.56808 -0.297
N 0.50545 2.36503 -0.58614 0.124
H 1.85133 -1.22957 -1.52428 0.129
H 0.18109 0.49530 -1.65447 0.177
H 0.23688 2.84104 -1.44476 0.059
C 1.05458 -0.85793 -0.89697 0.054
H -1.85751 -1.63465 -1.25788 0.116
```

No. 7
Molecular formula: C5H7NO
Method: DFT, ωB97M-V with the def2-TZVPD basis set

* frontier orbital gap: 10.4 eV
* LUMO: 0.0371 Ha
* structure (SMILES): C1=N[C@H]2C[C@H]2CO1

```
14
Properties=species:S:1:pos:R:3:lowdin_charge:R:1
C -1.48092 -0.27799 0.27148 -0.065
H -0.96240 0.83799 -1.60812 0.135
O 1.69550 0.59294 0.33451 -0.041
H 0.04383 1.57962 1.02467 0.127
C -0.41368 -1.04287 -0.45775 -0.278
H 0.75924 2.14463 -0.54208 0.128
H -2.50504 -0.46898 -0.03136 0.103
H -1.30303 0.03566 1.30395 0.112
H 2.61142 -1.09283 0.90579 0.130
C 1.66873 -0.74508 0.48340 -0.228
C -0.56832 0.44033 -0.67727 -0.216
H -0.76246 -1.71131 -1.24338 0.138
C 0.46543 1.27306 0.04838 -0.138
N 0.75170 -1.56517 0.18777 0.095
```

No. 8
Molecular formula: C5H7NO
Method: DFT, ωB97M-V with the def2-TZVPD basis set

* frontier orbital gap: 8.8 eV
* LUMO: 0.0379 Ha
* structure (SMILES): Cc1occc1N

```
14
Properties=species:S:1:pos:R:3:lowdin_charge:R:1
O -1.51276 0.55637 0.34912 0.006
H -0.19144 -2.22721 1.43189 0.105
H 2.48734 0.22084 0.33387 0.090
H -0.56919 2.37610 -1.40309 0.078
C -0.39955 -1.23172 1.06324 -0.010
C -1.61467 -0.63232 0.95544 -0.127
C -0.14342 1.37035 -1.37581 -0.018
H -2.62467 -0.93569 1.17198 0.120
H -0.77200 0.72735 -2.00516 0.092
H 2.25082 -1.37095 0.69950 0.080
C 0.53205 -0.33730 0.42999 -0.294
C -0.20388 0.71394 -0.04166 -0.290
N 1.89377 -0.58434 0.17287 0.090
H 0.86761 1.35459 -1.78217 0.077
```

No. 9
Molecular formula: C5H7NO
Method: DFT, ωB97M-V with the def2-TZVPD basis set

* frontier orbital gap: 9.7 eV
* LUMO: 0.0352 Ha
* structure (SMILES): C=C1NCC=CO1

```
14
Properties=species:S:1:pos:R:3:lowdin_charge:R:1
H -0.72099 -0.19318 2.94296 0.069
C 1.25519 1.07445 0.00297 -0.131
O 0.28289 1.09279 0.96693 -0.013
C -1.10201 -0.49848 1.97528 0.100
H -1.85775 -1.27131 1.91558 0.066
C 0.05757 -0.62675 -1.30735 -0.201
C 1.24141 0.26875 -1.05574 -0.076
H 2.04289 1.78651 0.22770 0.121
C -0.65583 0.07304 0.86472 -0.407
H 0.31112 -1.68394 -1.15222 0.117
H 2.07953 0.27957 -1.74482 0.099
N -1.07893 -0.27879 -0.44156 0.012
H -0.28015 -0.53254 -2.34583 0.117
H -1.57493 0.50987 -0.84862 0.127
```

No. 10
Molecular formula: C5H7NO
Method: DFT, ωB97M-V with the def2-TZVPD basis set

* frontier orbital gap (alpha / beta): 5.6 / 5.6 eV
* LUMO (alpha / beta): -0.0152 / -0.0153 Ha

```
14
Properties=species:S:1:pos:R:3:lowdin_charge:R:1
H 1.74296 0.56022 1.52777 0.111
C 0.33707 -1.00674 0.62767 -0.107
H 0.42796 1.65602 -0.85806 0.107
H 1.79815 0.51182 -1.18926 0.119
C 0.89585 0.68974 -0.59510 -0.115
H -1.90645 -1.26284 -0.87842 0.109
N -0.04922 -0.44351 -0.68247 -0.120
C -0.38835 1.43745 1.36752 -0.200
O -1.47706 0.90254 1.26608 -0.125
H -0.56344 -1.24902 1.21576 0.112
C -1.21639 -0.49351 -1.20347 0.151
H -1.47896 0.18247 -2.00941 0.110
C 0.87738 0.38708 0.89743 -0.271
H 1.00048 -1.87171 0.51397 0.118
```

No. 11
Molecular formula: C5H7NO
Method: DFT, ωB97M-V with the def2-TZVPD basis set

* frontier orbital gap: 7.2 eV
* LUMO: 0.0115 Ha

```
14
Properties=species:S:1:pos:R:3:lowdin_charge:R:1
H 2.33618 -0.97425 0.11398 0.080
C 1.54323 -1.30573 -0.53606 0.031
C 0.27845 -0.20561 0.02074 -0.270
O -1.38206 2.71751 1.15994 -0.029
H 1.19690 -2.31750 -0.34400 0.082
N -1.78649 0.57084 0.32926 0.114
H -2.78836 0.64352 0.48331 0.160
H 1.25703 1.65181 0.92356 0.094
H -1.55933 -1.33188 -0.60964 0.127
H 1.97028 -1.29357 -1.57609 0.106
C -0.91251 1.67182 0.71390 -0.517
C -1.10359 -0.50566 -0.08265 -0.090
C 0.39541 1.16558 0.48827 -0.021
H 0.55484 -0.48688 -1.08452 0.134
```

No. 12
Molecular formula: C5H7NO
Method: DFT, ωB97M-V with the def2-TZVPD basis set

* frontier orbital gap: 10.0 eV
* LUMO: 0.0329 Ha

```
14
Properties=species:S:1:pos:R:3:lowdin_charge:R:1
H -2.17634 -1.88666 -1.22798 0.062
O 0.05330 -0.97956 -1.45301 -0.025
H 1.07375 1.76375 -0.37452 0.108
C -0.10621 1.69164 -0.44092 -0.038
H -0.36941 2.59560 0.10440 0.117
C -0.92478 -0.65889 -0.55995 -0.450
H -0.41388 1.66657 -1.48462 0.125
C 1.08909 0.44459 0.22762 -0.018
H 1.88765 -1.32853 -0.56871 0.127
C -0.39116 0.41269 0.34712 -0.253
C 1.31234 -0.47800 -0.95554 -0.187
N -2.08014 -1.16241 -0.51456 0.162
H -0.89986 0.53482 1.29893 0.143
H 1.86677 -0.03797 -1.78862 0.127
```

No. 13
Molecular formula: C5H7NO
Method: DFT, ωB97M-V with the def2-TZVPD basis set

* frontier orbital gap: 9.4 eV
* LUMO: 0.0312 Ha

```
14
Properties=species:S:1:pos:R:3:lowdin_charge:R:1
H 3.16394 -1.91407 0.42618 0.088
H 0.84001 2.06574 0.44242 0.094
C -1.15736 0.66674 0.34505 -0.188
H -2.49858 -0.81079 -0.74966 0.091
C -1.47688 -0.46059 -0.58377 -0.149
H -0.80206 -0.60315 -1.43669 0.089
C 1.20323 -1.13955 0.40838 0.039
C 0.63748 1.52119 -0.49697 -0.252
H -0.96670 -1.21741 1.63917 0.104
C -0.89559 -0.57425 0.77574 -0.155
N 2.18750 -1.76287 0.59271 0.158
H -0.02235 2.03886 -1.21119 0.097
H -1.61399 1.56261 0.73849 0.114
O 1.40135 0.62753 -0.88985 -0.132
```

No. 14
Molecular formula: C5H7NO
Method: DFT, ωB97M-V with the def2-TZVPD basis set

* frontier orbital gap: 10.7 eV
* LUMO: 0.0197 Ha

```
14
Properties=species:S:1:pos:R:3:lowdin_charge:R:1
C -0.09160 0.88847 -0.86980 -0.066
C -0.82680 0.93080 0.25060 -0.118
H 0.47375 1.62169 -1.43349 0.117
H 0.47249 0.84576 1.86173 0.063
H -2.25178 -0.75435 0.23208 0.113
C 1.81751 -0.90802 -0.18715 -0.422
O 0.93197 -1.57295 -0.83252 0.002
H -0.68249 -1.19127 0.96910 0.113
H 1.11320 0.59421 1.57674 0.051
H -0.73684 -0.94299 -2.01604 0.143
N 2.48642 -0.14242 0.38239 0.134
H -1.17305 1.73733 0.89415 0.108
C -1.17718 -0.54296 0.24169 -0.110
C -0.35560 -0.56330 -1.06947 -0.129
```

No. 15
Molecular formula: C5H7NO
Method: DFT, ωB97M-V with the def2-TZVPD basis set

* frontier orbital gap: 9.5 eV
* LUMO: 0.0329 Ha
* structure (SMILES): C[C@]1(C=O)C=C1N

```
14
Properties=species:S:1:pos:R:3:lowdin_charge:R:1
H -1.50951 -2.07860 0.03535 0.102
C -0.50337 -0.56121 0.83370 -0.282
H 2.11634 1.26121 -0.47327 0.079
C -0.74542 0.94928 -1.16500 -0.215
H -0.12268 1.28874 2.15517 0.100
H -0.24991 1.49119 -2.00192 0.125
H -1.54662 -2.02822 1.70579 0.100
O -1.94819 0.80520 -1.15699 0.046
C 0.16898 0.38309 -0.11511 -0.373
H 1.74143 -0.07144 -1.57589 0.073
H 2.17483 -0.40683 0.11011 0.082
N -1.00123 -1.83251 0.87584 0.131
C -0.18792 0.58447 1.34305 0.083
C 1.62932 0.28012 -0.54298 -0.050
```

No. 16
Molecular formula: C5H7NO
Method: DFT, ωB97M-V with the def2-TZVPD basis set

* frontier orbital gap (alpha / beta): 7.8 / 7.8 eV
* LUMO (alpha / beta): -0.0227 / -0.0227 Ha

```
14
Properties=species:S:1:pos:R:3:lowdin_charge:R:1
H 0.05723 -1.17859 -1.68599 0.150
N -0.90842 0.54588 -0.55580 -0.052
C 0.08461 -0.57060 -0.77239 -0.284
H 0.08906 2.09128 0.71539 0.119
H 0.09636 0.42111 1.34205 0.112
H -2.36172 -1.02179 -0.44471 0.123
H -2.29537 -0.02682 1.03366 0.113
C -0.46739 -1.31794 0.45985 0.161
C 1.23738 0.38115 -0.41910 -0.333
O 2.38712 -0.10458 0.18599 -0.002
C -1.69554 -0.44215 0.21404 -0.233
H 2.11485 -0.81652 0.78295 0.091
C 0.13036 1.04382 0.42059 -0.121
H 1.53146 0.99576 -1.27654 0.155
```

No. 17
Molecular formula: C5H7NO
Method: DFT, ωB97M-V with the def2-TZVPD basis set

* frontier orbital gap: 10.3 eV
* LUMO: 0.0378 Ha
* structure (SMILES): O[C@@H]1C=C[C@@]12CN2

```
14
Properties=species:S:1:pos:R:3:lowdin_charge:R:1
H -0.97632 2.10747 -1.42501 0.105
O -0.22765 -0.76691 -2.02244 -0.023
C 0.29739 -0.14021 0.34559 -0.424
H -1.70442 -0.60301 -0.64452 0.144
H 0.92444 -2.06392 0.63498 0.098
H 0.27181 0.07129 2.56701 0.103
H 1.41595 1.94122 0.17223 0.108
H 0.31884 -0.08070 -2.43117 0.091
C 0.00411 -0.56911 1.72825 -0.106
C -0.47162 1.32486 -0.87056 -0.013
C 0.61260 1.26007 -0.08668 0.029
H -0.88587 -1.17733 1.89054 0.107
C -0.71334 -0.17520 -0.83143 -0.291
N 1.13407 -1.12853 0.97321 0.072
```

Quick rundown of relative energy (zero: lowest compared OMol25 entry of this formula, charge and spin), same order as above: 2.550, 2.286, 0.758, 6.841, 1.823, 6.700, 1.693, 1.196, 1.693, 5.214, 4.288, 3.944, 6.325, 4.601, 2.665, 6.516, 3.315 eV
Quick rundown of max |F|, same order as above: 0.021, 0.009, 0.008, 0.023, 0.027, 0.008, 0.013, 0.009, 0.007, 0.018, 0.034, 0.007, 0.020, 0.031, 0.009, 0.011, 0.008 hartree/bohr
Quick rundown of DFT total energy, same order as above: -324.630748, -324.640442, -324.696613, -324.473057, -324.657465, -324.478247, -324.662263, -324.680532, -324.662258, -324.532862, -324.566868, -324.579527, -324.492011, -324.555390, -324.626534, -324.485008, -324.602633 a.u.